# 1
ORCA calculation (ωB97M-V/def2-TZVPD) on 2 unconnected molecules or ions with the total composition C3H7NO2.

Geometry as XYZ:
```
13
Properties=species:S:1:pos:R:3:lowdin_charge:R:1
O -2.01 0.02 -0.41 0.03
C -1.21 -0.76 0.05 -0.31
C 0.13 -1.02 -0.65 -0.14
O 1.33 -0.41 -0.17 -0.07
C 1.37 0.93 -0.03 -0.34
N 0.45 1.79 -0.17 0.10
H -0.43 1.39 -0.52 0.03
H -0.53 0.22 1.58 0.09
H -1.48 -1.44 0.89 0.12
H 0.35 -2.09 -0.59 0.13
H -0.06 -0.74 -1.69 0.14
H 2.36 1.22 0.35 0.13
H -0.28 0.89 1.37 0.10
```

Values from the calculation:
Molecular weight: 89.09 g/mol
Multiplicity: 1
SMILES: [H]/N=C\OCC=O.[H][H]
ΔE to the lowest compared entry with this formula, charge and spin: 89.25 kcal per mole

=====

# 2
ORCA calculation (ωB97M-V/def2-TZVPD) on 2 unconnected molecules or ions with the total composition C3H9NO at a distorted geometry.

Geometry as XYZ:
```
14
Properties=species:S:1:pos:R:3:lowdin_charge:R:1
C -2.14 0.24 -0.06 -0.16
N -2.01 0.00 1.46 -0.07
H -1.11 -0.06 -0.55 0.08
H -2.47 1.23 -0.21 0.03
H -2.90 -0.31 -0.57 0.04
H -1.98 -1.02 1.63 0.04
H -1.07 0.32 1.75 0.03
O 1.30 0.95 0.81 -0.04
C 2.06 0.69 -0.19 -0.23
C 1.91 -0.64 -0.78 -0.07
H 2.71 1.51 -0.45 0.11
H 1.34 -1.32 -0.31 0.04
H 2.90 -1.11 -0.74 0.09
H 1.45 -0.49 -1.79 0.11
```

Values from the calculation:
Molecular weight: 75.11 g/mol
Multiplicity: 1
SMILES: CC=O.CN
ΔE to the lowest compared entry with this formula, charge and spin: 52.42 kcal per mole

=====

# 3
ORCA calculation (ωB97M-V/def2-TZVPD) on 2 unconnected molecules or ions with the total composition C4H13N2O at a distorted geometry.

Geometry as XYZ:
```
20
Properties=species:S:1:pos:R:3:lowdin_charge:R:1
C -0.56 -1.22 0.61 -0.15
C -1.42 -0.04 0.20 -0.20
C -1.33 0.34 -1.35 -0.08
C -0.55 1.43 -1.69 -0.29
N 0.21 1.65 -2.76 0.07
N 0.85 -0.82 0.43 0.21
H -0.63 -1.83 1.56 0.16
H -0.87 -1.92 -0.17 0.12
H -1.09 0.76 0.69 0.06
H -2.45 0.06 0.42 0.11
H -1.82 -0.49 -1.99 0.13
H -0.63 2.25 -1.00 0.12
H -0.02 0.98 -3.53 0.13
H 0.22 2.61 -3.09 0.11
H 1.34 -1.60 -0.07 0.21
H 1.23 -0.70 1.28 0.05
H 0.99 0.00 -0.19 0.16
H 1.43 -0.29 3.77 0.04
H 3.00 -0.54 3.70 0.13
O 2.11 -0.62 3.18 -0.09
```

Values from the calculation:
Molecular weight: 105.16 g/mol
Multiplicity: 1
Net charge: +1
ΔE to the lowest compared entry with this formula, charge and spin: 75.45 kcal per mole

=====

# 4
ORCA calculation (ωB97M-V/def2-TZVPD) on 9 unconnected molecules or ions with the total composition C10H26Cl16O3P2S.

Geometry as XYZ:
```
58
Properties=species:S:1:pos:R:3:lowdin_charge:R:1
C 2.98 4.55 -1.26 -0.14
O 1.94 5.44 -0.95 -0.24
C 1.06 5.03 0.08 -0.44
P 1.81 4.12 1.55 0.68
P 2.76 3.01 3.37 0.01
O 3.71 4.08 4.17 -0.30
O 3.90 2.05 2.72 -0.31
S 1.50 2.06 4.47 0.18
H 2.61 3.52 -1.44 0.09
H 3.77 4.52 -0.49 0.07
H 3.43 4.90 -2.19 0.09
H 0.27 4.38 -0.34 0.05
H 0.58 5.94 0.47 0.09
H 2.83 5.13 1.70 0.01
H 1.97 2.90 0.86 -0.04
H 0.64 4.28 2.32 0.00
H 3.56 4.99 3.89 0.04
H 4.80 2.35 2.95 -0.05
C 2.82 -1.91 2.48 -1.00
Cl 3.28 -3.09 1.24 0.51
Cl 1.50 -0.88 1.93 0.48
H 2.49 -2.45 3.36 0.03
H 3.68 -1.28 2.69 0.02
C 0.18 -4.24 -0.61 -1.02
Cl -0.31 -5.88 -0.19 0.48
Cl -1.22 -3.18 -0.86 0.50
H 0.77 -3.83 0.20 -0.03
H 0.75 -4.27 -1.53 0.02
C -2.00 0.96 0.64 -0.99
Cl -2.52 0.86 -1.04 0.50
Cl -0.32 1.49 0.79 0.49
H -2.63 1.67 1.16 0.03
H -2.07 -0.03 1.09 0.02
C -3.96 4.70 -2.60 -1.02
Cl -2.47 4.44 -1.68 0.50
Cl -4.57 3.21 -3.33 0.50
H -4.71 5.08 -1.92 0.02
H -3.74 5.41 -3.39 0.02
C 7.32 3.32 5.02 -1.00
Cl 6.95 3.14 3.29 0.56
Cl 9.01 3.74 5.29 0.52
H 6.69 4.12 5.41 0.03
H 7.11 2.38 5.51 0.03
C -3.12 -4.39 -3.91 -1.03
Cl -1.45 -4.54 -4.45 0.51
Cl -4.25 -4.20 -5.26 0.53
H -3.39 -5.29 -3.37 0.03
H -3.19 -3.51 -3.28 0.01
C -2.56 -9.35 1.75 -1.02
Cl -1.31 -8.90 0.58 0.48
Cl -2.61 -8.25 3.13 0.50
H -3.52 -9.31 1.25 0.02
H -2.34 -10.34 2.11 0.02
C -7.60 -3.86 -6.65 -1.05
Cl -8.44 -2.79 -5.53 0.50
Cl -8.02 -3.53 -8.34 0.50
H -6.54 -3.72 -6.53 -0.05
H -7.89 -4.88 -6.42 0.03
```

Values from the calculation:
Molecular weight: 855.58 g/mol
Multiplicity: 1
SMILES: COC[PH3]P(O)(O)=S.ClCCl.ClCCl.ClCCl.ClCCl.ClCCl.ClCCl.ClCCl.ClCCl

=====

# 5
ORCA calculation (ωB97M-V/def2-TZVPD) on 2 unconnected molecules or ions with the total composition C4H12O2 at a distorted geometry.

Geometry as XYZ:
```
18
Properties=species:S:1:pos:R:3:lowdin_charge:R:1
C -0.37 0.85 -1.44 -0.26
O -0.01 2.15 -1.00 -0.11
C 0.74 -0.10 -0.76 -0.17
C 0.10 -1.48 -0.37 -0.24
C 1.01 -1.91 0.83 -0.11
H -1.44 0.67 -1.14 0.12
H -0.40 0.80 -2.57 0.12
H -0.87 2.59 -0.82 0.10
H 0.92 0.49 0.13 0.09
H 1.56 -0.32 -1.40 0.10
H 0.09 -2.04 -1.29 0.10
H -0.88 -1.52 0.12 0.10
H 2.05 -1.84 0.55 0.07
H 0.75 -2.93 1.15 0.08
H 0.87 -1.27 1.63 0.03
H -1.25 1.24 2.48 0.02
H -0.39 0.20 1.67 0.03
O -1.22 0.32 2.24 -0.07
```

Values from the calculation:
Molecular weight: 92.14 g/mol
Multiplicity: 1
SMILES: CCCCO.O
ΔE to the lowest compared entry with this formula, charge and spin: 26.45 kcal per mole

=====

# 6
ORCA calculation (ωB97M-V/def2-TZVPD) on C10H9BrO2 in the gas phase at a distorted geometry.

Geometry as XYZ:
```
22
Properties=species:S:1:pos:R:3:lowdin_charge:R:1
C -1.74 -1.54 1.84 -0.08
C -0.52 -2.11 1.51 -0.08
C -2.28 -0.55 1.04 -0.07
C 0.16 -1.69 0.38 -0.04
C -1.61 -0.13 -0.09 -0.03
C -0.39 -0.70 -0.43 -0.22
C 0.62 1.89 -1.96 -0.53
C 0.40 -0.18 -1.55 -0.13
C 1.54 1.16 -0.98 -0.67
C 1.42 1.49 0.48 -0.10
O 0.56 3.03 -2.29 0.16
O -0.17 0.87 -2.35 0.06
Br 3.34 0.92 -1.59 0.77
H -2.25 -1.85 2.74 0.10
H -0.08 -2.88 2.13 0.10
H -3.23 -0.10 1.30 0.11
H 1.12 -2.11 0.14 0.12
H -2.01 0.65 -0.72 0.12
H 0.95 -0.91 -2.15 0.14
H 1.79 0.66 1.08 0.09
H 0.38 1.68 0.74 0.09
H 2.01 2.38 0.71 0.09
```

Values from the calculation:
Molecular weight: 241.08 g/mol
Multiplicity: 1
SMILES: C[C@]1(Br)C(=O)O[C@@H]1c1ccccc1
ΔE to the lowest compared entry with this formula, charge and spin: 0.00 kcal per mole

=====

E_LUMO per entry: 0.36 0.84 -2.98 0.14 0.74 0.56 eV